# 1
{
  "formula": "C5H11O3",
  "method": "ωB97M-V/def2-TZVPD",
  "e_above_lowest_ev": 2.820,
  "total_charge": -1,
  "homo_energy_ha": -0.1282,
  "total_energy_ha": -422.8100,
  "orbital_gap_ev": 6.943,
  "elements": ["C", "C", "O", "O", "H", "H", "H", "C", "C", "C", "O", "H", "H", "H", "H", "H", "H", "H", "H"],
  "xyz": [[2.954536, 0.982728, 0.810512], [2.067931, 2.292424, 0.333364], [2.273075, 2.473829, -0.851707], [1.461515, 2.825081, 1.232853], [3.900246, 1.013207, 0.183288], [2.385782, 0.175821, 0.455756], [3.175704, 1.005737, 1.748123], [-1.421401, -1.456272, -0.391936], [-1.552354, -0.750285, 1.001097], [-2.093457, -0.580343, -1.479883], [-0.137854, -1.753195, -0.670006], [-2.017490, -2.554340, -0.269555], [-2.334689, -1.324152, 1.602431], [-2.596722, -1.072193, -2.222163], [-2.628199, 0.294705, -1.057431], [-1.286808, -0.184531, -2.094223], [0.364399, -0.892290, -0.708778], [-2.006711, 0.142178, 1.044154], [-0.507503, -0.638112, 1.334103]],
  "forces_ev_per_angstrom": [[0.069, 2.102, -6.589], [3.194, -3.257, 1.047], [-0.827, 1.337, -2.396], [-1.862, 1.629, 1.259], [-0.994, -0.107, 0.730], [-0.707, -1.569, -0.051], [1.045, -0.228, 5.987], [-4.507, -1.153, 1.264], [0.498, -4.051, 0.033], [1.857, 1.485, 1.464], [2.814, 0.596, -0.717], [1.600, 2.807, -0.586], [1.825, 0.109, -0.016], [-2.025, -1.585, -1.421], [0.032, -0.747, -0.374], [0.421, 0.511, 0.247], [-0.475, -1.236, 0.002], [-1.226, 3.734, -0.737], [-0.734, -0.379, 0.854]],
  "mulliken_charge": [-0.835, 0.547, -0.663, -0.672, 0.289, 0.010, 0.353, 0.475, -1.214, -1.250, -0.566, 0.272, 0.275, 0.388, 0.274, 0.343, 0.285, 0.423, 0.268]
}

***

# 2
{
  "formula": "C5H11O3",
  "method": "ωB97M-V/def2-TZVPD",
  "e_above_lowest_ev": 2.398,
  "total_charge": -1,
  "homo_energy_ha": -0.1452,
  "total_energy_ha": -422.8256,
  "orbital_gap_ev": 7.760,
  "elements": ["C", "C", "C", "O", "O", "H", "H", "H", "H", "H", "C", "C", "O", "H", "H", "H", "H", "H", "H"],
  "xyz": [[1.925890, -0.193687, 0.487732], [1.883369, 0.177204, -1.093397], [1.450092, 1.186537, 1.246111], [2.138321, 2.165483, 1.380796], [0.346899, 1.115264, 1.777843], [1.094961, -0.866817, 0.814851], [2.942425, -0.506846, 0.666247], [0.888553, 0.501939, -1.292091], [2.024613, -0.821793, -1.564378], [2.592142, 0.844594, -1.293445], [-2.350902, -0.707524, 0.233206], [-1.437536, -0.240314, -0.981633], [-2.583760, 0.239440, 1.223767], [-3.307560, -0.921055, -0.199404], [-2.156177, -1.755935, 0.460968], [-1.359681, 0.780773, -0.960862], [-1.737651, 0.501005, 1.798548], [-1.873559, -0.715832, -1.788246], [-0.480439, -0.782436, -0.916611]],
  "forces_ev_per_angstrom": [[-1.677, 2.813, -1.125], [-2.594, -4.971, 3.096], [0.508, -2.367, 0.437], [3.261, 2.114, -1.063], [-3.448, -1.413, 0.533], [1.110, 0.000, -0.606], [0.169, -0.229, 0.652], [-0.330, 0.569, -0.481], [0.135, 0.836, -0.431], [2.904, 2.701, -0.986], [0.282, 0.312, -1.819], [0.318, -3.673, 3.311], [2.166, 0.593, 2.371], [-1.160, 0.639, -0.386], [1.114, -0.018, 1.182], [0.277, 2.419, -0.399], [-1.756, -0.960, -2.273], [-1.139, -0.172, -2.300], [-0.141, 0.806, 0.288]],
  "mulliken_charge": [-0.428, -1.112, 0.436, -0.715, -0.662, 0.223, 0.374, 0.222, 0.229, 0.466, -0.509, -0.815, -0.578, 0.369, 0.281, 0.366, 0.405, 0.490, -0.041]
}

***

# 3
{
  "formula": "C5H11O3V",
  "method": "ωB97M-V/def2-TZVPD",
  "spin_multiplicity": 5,
  "e_above_lowest_ev": 0.000,
  "s_squared": 6.006,
  "homo_energy_ha": [-0.2130, -0.2345],
  "total_energy_ha": -1366.5468,
  "orbital_gap_ev": [5.584, 5.896],
  "elements": ["C", "O", "C", "C", "O", "C", "H", "H", "H", "H", "H", "H", "H", "H", "H", "V", "O", "C", "H", "H"],
  "xyz": [[0.595461, -0.199740, -1.614079], [0.406093, 0.041479, -0.198370], [-0.885837, -0.138239, 0.331184], [-1.423343, -1.545768, 0.136942], [-0.453793, -2.469267, 0.613063], [-0.685185, -3.036570, 1.891464], [1.615312, -0.198525, -2.026966], [-0.373229, -0.347553, -2.131186], [-1.593655, 0.570500, -0.128767], [-0.765538, 0.070098, 1.403403], [-1.590016, -1.796924, -0.919287], [-2.397504, -1.636855, 0.638170], [-0.261561, -2.375880, 2.658718], [-1.762826, -3.160764, 2.065558], [-0.188424, -4.014425, 1.919380], [1.371127, -2.135308, -0.277055], [1.618514, 2.358226, -2.219596], [0.598511, 1.712437, -2.620742], [0.608031, 1.273477, -3.646441], [-0.418181, 2.098644, -2.373793]],
  "forces_ev_per_angstrom": [[-1.429, -0.316, -0.651], [1.270, -0.430, 0.191], [-0.056, 0.247, -0.338], [-0.474, 0.486, -0.538], [-0.448, -0.805, 0.106], [0.019, -0.031, 0.613], [-0.811, 0.194, 0.565], [1.194, -0.334, 0.030], [0.112, -0.026, 0.187], [-0.232, 0.060, -0.271], [0.139, 0.206, 0.251], [0.366, -0.205, 0.154], [-0.130, -0.254, -0.008], [0.282, -0.037, -0.096], [-0.145, 0.309, 0.042], [0.036, 0.926, -0.560], [-1.848, -1.137, -0.549], [1.959, 1.966, 0.064], [0.052, -0.357, 0.413], [0.146, -0.463, 0.395]],
  "mulliken_charge": [-0.874, -0.330, -0.448, -0.434, -0.218, -0.738, 0.480, 0.197, 0.325, 0.343, 0.274, 0.433, 0.311, 0.300, 0.246, 0.411, -0.634, -0.123, 0.277, 0.200]
}

***

# 4
{
  "formula": "C5H11O4Sn",
  "method": "ωB97M-V/def2-TZVPD",
  "spin_multiplicity": 2,
  "e_above_lowest_ev": 0.000,
  "s_squared": 0.754,
  "homo_energy_ha": [-0.2925, -0.3330],
  "total_energy_ha": -712.1790,
  "orbital_gap_ev": [7.873, 7.649],
  "elements": ["C", "O", "H", "H", "H", "O", "C", "C", "O", "C", "C", "O", "Sn", "H", "H", "H", "H", "H", "H", "H", "H"],
  "xyz": [[-2.126737, -0.653608, 1.882319], [-1.663297, -1.894878, 1.445200], [-3.071127, -0.831510, 2.420939], [-1.399864, -0.124537, 2.520030], [-2.294295, 0.028935, 1.028959], [1.279381, 2.722691, -0.602859], [1.393431, 2.419943, -1.879983], [0.301825, 1.112299, -2.179386], [0.497196, 0.263926, -1.179812], [-0.347487, -1.800418, 0.444741], [0.865585, -1.532857, 1.332172], [1.071562, -0.185081, 1.583378], [0.881734, 1.205969, 0.460745], [2.332519, 1.912466, -2.171210], [1.075574, 3.193249, -2.600563], [0.571664, 0.739231, -3.180580], [-0.652636, 1.666605, -2.150403], [-0.273016, -2.822488, 0.041029], [-0.927068, -1.287860, -0.341189], [1.737511, -2.025888, 0.852099], [0.747545, -2.106180, 2.274379]],
  "forces_ev_per_angstrom": [[0.378, 0.432, -0.312], [2.372, -0.905, -1.403], [0.357, 0.208, -0.182], [-0.238, -0.224, 0.221], [-0.317, -0.051, 0.051], [1.227, 3.284, 1.126], [-1.544, -3.185, -4.406], [1.634, 4.327, -1.776], [-0.168, -2.404, 0.500], [-4.149, -1.900, 2.292], [-0.160, -1.002, -1.366], [1.493, -3.480, 3.759], [-2.011, 2.875, 0.272], [0.190, 0.741, 0.122], [0.412, 0.058, 0.515], [-0.367, -0.121, 0.361], [-0.230, -0.660, -0.236], [-0.084, 0.125, 0.530], [1.723, 0.839, 0.328], [-0.152, 0.532, -0.005], [-0.367, 0.511, -0.393]],
  "mulliken_charge": [-0.504, -0.451, 0.264, 0.191, 0.206, -0.497, -0.485, -0.451, -0.562, -0.220, -0.523, -0.448, 1.023, 0.299, 0.326, 0.328, 0.297, 0.307, 0.282, 0.279, 0.339]
}

***

# 5
{
  "formula": "C5H11OS",
  "method": "ωB97M-V/def2-TZVPD",
  "smiles": "CSCCCC[O-]",
  "e_above_lowest_ev": 3.019,
  "total_charge": -1,
  "homo_energy_ha": -0.0831,
  "total_energy_ha": -670.4535,
  "orbital_gap_ev": 5.599,
  "elements": ["C", "O", "C", "C", "C", "S", "C", "H", "H", "H", "H", "H", "H", "H", "H", "H", "H", "H"],
  "xyz": [[-1.573947, 1.662635, -1.599363], [-1.961349, 1.703767, -0.215781], [-0.364740, 0.555129, -1.765295], [0.606472, 0.489031, -0.479840], [-0.137025, -0.227117, 0.705182], [0.890578, -0.075294, 2.189680], [1.362645, -1.755136, 2.447861], [-1.134474, 2.556159, -1.918581], [-2.411750, 1.103976, -2.257543], [0.234161, 0.718921, -2.652131], [-0.928479, -0.352448, -1.858044], [1.193690, -0.235628, -0.996947], [1.251590, 1.272249, -0.137926], [-0.377910, -1.312674, 0.398353], [-1.088560, 0.321921, 0.915547], [0.986869, -2.368978, 1.536071], [1.026963, -2.240853, 3.367972], [2.425265, -1.815667, 2.320792]],
  "forces_ev_per_angstrom": [[-0.728, -4.618, 3.063], [0.323, 0.386, -2.807], [-1.056, 2.925, 2.065], [-2.667, -2.289, -1.490], [-0.470, 0.338, -1.013], [-0.541, 0.246, 0.285], [-0.298, -1.963, -1.933], [0.000, 1.921, -1.126], [1.204, 1.916, 0.569], [0.172, 0.073, -0.465], [0.255, -0.968, 0.162], [1.700, -0.934, 0.610], [-0.245, 0.967, -0.216], [0.479, 1.545, 0.786], [0.712, -0.388, -0.576], [0.366, 0.885, 1.688], [0.029, 0.229, -0.077], [0.765, -0.271, 0.475]],
  "mulliken_charge": [-0.463, -0.875, -0.907, -0.716, -0.441, -0.167, -0.720, 0.301, 0.159, 0.444, 0.314, 0.216, 0.508, 0.322, 0.296, 0.203, 0.278, 0.246]
}

***

# 6
{
  "formula": "C5H11OS",
  "method": "ωB97M-V/def2-TZVPD",
  "smiles": "CSCCCC[O-]",
  "e_above_lowest_ev": 1.428,
  "total_charge": -1,
  "homo_energy_ha": -0.0824,
  "total_energy_ha": -670.5120,
  "orbital_gap_ev": 5.341,
  "elements": ["C", "O", "C", "C", "C", "S", "C", "H", "H", "H", "H", "H", "H", "H", "H", "H", "H", "H"],
  "xyz": [[-0.680643, -1.628831, -1.355394], [-0.038851, -1.723668, -2.546547], [0.272829, -1.736555, -0.128690], [0.315329, -0.481954, 0.722716], [1.129933, 0.587684, 0.001986], [1.104083, 2.230664, 0.726634], [-0.673457, 2.481702, 0.904520], [-1.490383, -2.402147, -1.245615], [-1.222056, -0.643549, -1.244372], [1.253619, -1.896494, -0.585268], [0.072198, -2.640917, 0.459116], [-0.692076, -0.080264, 0.885687], [0.742377, -0.671754, 1.711855], [0.849210, 0.611100, -1.048041], [2.172717, 0.279577, 0.006899], [-0.840989, 3.540167, 1.119624], [-1.143092, 1.890723, 1.685562], [-1.130747, 2.284518, -0.070673]],
  "forces_ev_per_angstrom": [[0.147, 0.021, -0.995], [-0.132, 0.052, 0.389], [0.067, -0.354, -0.225], [-0.050, 0.333, 0.245], [0.048, -0.557, -0.112], [-0.003, 0.208, 0.433], [-0.078, 0.466, -0.580], [0.021, 0.071, 0.214], [-0.078, -0.035, 0.162], [0.068, -0.008, 0.032], [-0.160, 0.161, 0.169], [0.000, -0.326, -0.010], [0.084, 0.088, 0.078], [-0.237, 0.115, -0.146], [0.234, 0.090, 0.044], [0.116, -0.073, 0.066], [0.096, -0.117, -0.016], [-0.142, -0.135, 0.252]],
  "mulliken_charge": [-0.438, -0.904, -0.468, -0.674, -0.595, -0.155, -0.874, 0.245, 0.062, 0.188, 0.396, 0.325, 0.293, 0.350, 0.367, 0.326, 0.267, 0.288]
}

***

# 7
{
  "formula": "C5H11P",
  "method": "ωB97M-V/def2-TZVPD",
  "e_above_lowest_ev": 5.070,
  "homo_energy_ha": [-0.3143, -0.2958],
  "total_energy_ha": -538.2398,
  "orbital_gap_ev": [8.891, 8.454],
  "elements": ["C", "C", "C", "C", "C", "P", "H", "H", "H", "H", "H", "H", "H", "H", "H", "H", "H"],
  "xyz": [[1.547733, -0.433414, 0.087950], [0.606607, -0.307020, -0.999072], [0.482105, 0.610231, 0.158707], [-0.498901, -1.327465, -1.379622], [-1.403292, -0.016452, 1.938223], [0.385795, 2.437542, 0.448556], [1.407852, -1.213396, 0.833231], [2.607551, -0.189144, -0.026799], [1.064306, 0.116712, -1.775734], [-0.192616, -2.367418, -1.202079], [-0.597217, -1.138722, -2.419703], [-1.317028, -1.114531, -0.696181], [-1.512577, 0.912544, 2.422587], [-0.645898, -0.596419, 2.293578], [-2.227233, -0.479813, 1.465809], [-0.759361, 2.536395, -0.308362], [1.052175, 2.570370, -0.841090]],
  "forces_ev_per_angstrom": [[0.951, -0.134, 2.708], [-2.867, -1.684, 1.717], [-0.685, 0.209, 1.043], [1.695, 0.446, 1.565], [0.201, 1.088, -1.577], [1.170, -1.529, -1.362], [0.046, -0.226, -0.185], [-0.308, 0.166, -0.139], [1.418, 1.797, -3.448], [0.098, 0.274, -0.185], [-1.161, -0.222, -0.848], [-0.521, -0.046, -0.671], [-0.309, 0.992, 0.284], [1.788, -1.711, 0.989], [-0.660, -0.247, -0.459], [-1.088, 0.243, -0.108], [0.231, 0.585, 0.676]],
  "mulliken_charge": [-0.496, 0.087, -0.228, -1.084, -1.096, -0.143, 0.173, 0.263, 0.568, 0.273, 0.344, 0.196, 0.395, 0.350, 0.338, 0.034, 0.026]
}

***

# 8
{
  "formula": "C5H11P",
  "method": "ωB97M-V/def2-TZVPD",
  "smiles": "C=C[C@@H](C)PC",
  "e_above_lowest_ev": 0.885,
  "homo_energy_ha": -0.3240,
  "total_energy_ha": -538.3936,
  "orbital_gap_ev": 9.991,
  "elements": ["C", "C", "C", "C", "C", "P", "H", "H", "H", "H", "H", "H", "H", "H", "H", "H", "H"],
  "xyz": [[-0.041064, 1.123055, 2.104909], [-0.672300, 0.601293, 1.092684], [-1.181228, -1.700488, 0.180090], [1.605786, 0.874815, -1.545958], [-0.225927, -0.540126, 0.193444], [-0.153873, 0.248874, -1.505406], [-0.589001, 1.827992, 2.740441], [0.849994, 0.662775, 2.496885], [-1.688686, 1.098615, 0.893023], [-2.084286, -1.387935, -0.460755], [-1.462268, -2.009032, 1.214632], [-0.763702, -2.555950, -0.432473], [1.530823, 1.710971, -0.879107], [1.501361, 1.325313, -2.533417], [2.473751, 0.210858, -1.581618], [0.830079, -0.656666, 0.432735], [0.070542, -0.834365, -2.410109]],
  "forces_ev_per_angstrom": [[0.001, 0.012, 1.748], [-2.641, 0.166, -1.552], [-0.724, -0.872, -1.147], [-1.676, 0.037, -1.412], [0.401, 1.807, -0.371], [0.533, -0.152, -0.206], [0.610, 0.029, -0.311], [0.489, 0.212, 0.022], [1.374, -1.058, -0.136], [0.862, -0.404, 1.357], [-0.010, 0.031, -0.959], [-0.276, 0.731, 1.019], [0.954, 0.296, 0.694], [0.625, 0.278, -0.238], [-0.319, 0.139, 0.686], [-0.055, -1.035, 0.307], [-0.146, -0.216, 0.498]],
  "mulliken_charge": [-0.720, -0.346, -1.280, -1.032, 0.339, -0.051, 0.274, 0.279, 0.226, 0.305, 0.350, 0.335, 0.313, 0.353, 0.348, 0.298, 0.011]
}